i:
Cl3NO15 | ωB97M-V/def2-TZVPD

LUMO, eV: 9.4
Charge: -4

Cartesian coordinates (Å):
Cl1 1.36 -2.50 -2.93
O1 -0.99 2.31 -0.56
O2 -1.57 0.73 -2.13
O3 0.75 5.53 2.09
O4 -0.83 5.09 0.61
O5 1.63 -3.87 -3.27
O6 -1.08 -3.74 3.41
O7 -1.41 -2.01 1.75
Cl2 -0.54 1.11 -1.16
O8 -0.43 0.03 -0.21
Cl3 -0.53 -2.52 2.69
O9 0.63 1.33 -1.98
O10 -0.47 -1.58 3.78
O11 0.39 -1.95 -3.83
O12 2.54 -1.65 -3.00
O13 0.79 -2.86 2.12
N1 -0.30 4.88 1.71
O14 -0.77 4.04 2.50
O15 0.82 -2.37 -1.61

***

ii:
Cl3NO15 | ωB97M-V/def2-TZVPD

LUMO, eV: 9.1
Charge: -4

Cartesian coordinates (Å):
O1 -3.13 0.32 0.05
Cl1 -0.26 2.27 -3.24
O2 -0.24 3.37 -4.25
O3 -3.71 -1.46 1.14
O4 2.13 -0.14 2.71
O5 -0.83 2.80 -2.04
O6 3.17 -1.80 4.01
O7 -1.03 1.21 -3.81
O8 -4.90 -0.80 -0.53
O9 1.12 1.93 -2.98
O10 0.86 -2.44 -1.72
Cl2 2.98 -0.37 3.85
N1 -3.91 -0.62 0.23
O11 1.42 -0.50 -0.30
O12 2.44 0.26 5.03
O13 -0.66 -0.73 -1.43
Cl3 0.41 -1.44 -0.75
O14 4.30 0.22 3.61
O15 -0.18 -2.07 0.42

***

Calculated relative energies: i 5.1; ii 0.0, given in kcal/mol

***

i:
C5H9F2N | ωB97M-V/def2-TZVPD

LUMO, eV: 1.0

Cartesian coordinates (Å):
H1 -2.08 -0.51 -0.18
N1 1.78 0.04 -0.06
H2 3.60 0.38 0.81
C1 0.44 -0.57 -0.11
F1 -0.48 2.07 0.12
H3 2.44 -0.77 1.78
C2 0.10 -0.56 -1.60
H4 -2.56 1.11 -0.34
H5 -2.74 0.20 1.29
C3 -2.17 0.45 0.32
H6 0.84 -1.19 -1.97
H7 -0.90 -1.15 -1.84
C4 2.55 -0.06 0.94
F2 -0.44 0.79 1.89
C5 -0.76 0.82 0.59
H8 0.08 0.41 -2.10
H9 0.30 -1.44 0.45

***

ii:
C5H9F2N | ωB97M-V/def2-TZVPD

SMILES: C[C@@]1(F)[C@H](N)C[C@@H]1F
LUMO, eV: 0.9

Cartesian coordinates (Å):
C1 -0.89 0.50 -1.23
C2 -1.09 0.70 0.31
F1 -1.06 1.92 0.87
H1 1.43 -2.00 -1.61
H2 -0.70 -1.68 -0.71
C3 0.29 -1.13 1.75
H3 0.48 -2.20 1.54
C4 0.21 -0.26 0.50
H4 -0.18 1.24 -1.60
C5 -0.11 -0.84 -0.94
F2 1.41 0.35 0.37
H5 1.09 -0.91 2.40
H6 1.72 -0.46 -1.76
H7 -1.93 0.25 0.71
H8 -0.63 -1.11 2.33
H9 -1.80 0.64 -1.76
N1 0.98 -1.15 -1.87

***

Calculated relative energies: i 31.5; ii 0.0, given in kcal/mol

***

i:
C4H9N | ωB97M-V/def2-TZVPD

SMILES: C/C=C/CN
LUMO, eV: 1.2

Cartesian coordinates (Å):
H1 0.52 0.81 0.99
C1 2.26 -0.48 -0.68
C2 -1.53 0.42 0.04
H2 2.63 -0.18 0.39
H3 -2.10 -0.68 1.64
H4 -1.91 -0.45 -0.57
H5 2.59 -1.55 -0.85
N1 -2.36 0.26 1.30
H6 2.81 0.21 -1.51
H7 0.30 -0.61 -1.72
H8 -1.88 1.36 -0.40
C3 0.81 -0.30 -0.79
C4 0.04 0.25 0.16
H9 -2.18 0.93 2.01

***

ii:
C4H9N | ωB97M-V/def2-TZVPD

LUMO, eV: 0.0

Cartesian coordinates (Å):
H1 -2.27 -0.51 1.01
H2 1.56 -1.78 -0.06
C1 -0.77 0.70 0.03
C2 -2.02 -0.10 0.02
C3 0.48 0.10 0.10
H3 1.72 1.73 0.34
H4 -0.19 -2.01 0.32
H5 -1.90 -0.95 -0.66
H6 -0.76 1.71 -0.37
H7 -2.88 0.43 -0.40
H8 0.56 -0.60 -1.57
C4 0.60 -1.31 0.06
H9 2.54 0.24 -0.07
N1 1.69 0.78 0.01

***

Calculated relative energies: i 0.0; ii 70.3, given in kcal/mol

***

i:
C4H9N | ωB97M-V/def2-TZVPD

SMILES: C/C=C(/C)N
LUMO, eV: 1.1

Cartesian coordinates (Å):
C1 -0.26 0.34 0.19
C2 0.02 -0.95 -0.04
H1 1.13 1.90 -0.60
C3 1.17 -1.48 -0.83
H2 0.87 -2.12 -1.66
H3 1.84 -0.74 -1.26
H4 -0.94 1.69 1.66
H5 1.77 -2.07 -0.14
H6 -1.59 0.08 1.97
H7 -2.26 0.91 0.63
N1 0.27 1.42 -0.54
H8 -0.40 -1.59 0.73
H9 -0.28 1.83 -1.27
C4 -1.32 0.80 1.18

***

ii:
C4H9N | ωB97M-V/def2-TZVPD

SMILES: C=CC=C.N
LUMO, eV: 1.1

Cartesian coordinates (Å):
H1 -1.88 -3.04 0.64
C1 2.35 -0.10 0.22
C2 1.06 0.26 0.28
H2 2.98 0.33 -0.56
H3 -0.82 2.76 -1.20
H4 2.80 -0.75 0.94
H5 -1.60 -1.65 -0.03
C3 0.58 1.28 -0.64
N1 -2.14 -2.07 0.73
C4 -0.58 1.94 -0.54
H6 -1.27 1.70 0.26
H7 0.36 -0.26 0.92
H8 1.26 1.55 -1.44
H9 -3.10 -1.95 0.42

***

iii:
C4H9N | ωB97M-V/def2-TZVPD

SMILES: C=NC.C=C
LUMO, eV: 1.1

Cartesian coordinates (Å):
H1 1.41 0.54 0.87
H2 -0.24 -0.63 -3.55
H3 1.99 -0.31 -2.24
H4 1.35 -1.40 -0.96
H5 -2.02 1.94 2.37
N1 -0.29 1.25 1.63
H6 -0.52 -2.05 -2.55
C1 0.13 -1.18 -2.69
H7 -0.17 -0.20 0.22
H8 0.56 -0.64 1.90
C2 0.46 0.05 1.07
C3 1.15 -0.91 -1.91
H9 -1.80 0.03 1.89
C4 -1.49 1.07 2.01

***

iv:
C4H9N | ωB97M-V/def2-TZVPD

SMILES: C=C(C)CN
LUMO, eV: 1.0

Cartesian coordinates (Å):
H1 -0.97 1.56 0.41
H2 1.89 0.75 0.93
C1 0.76 -0.20 -1.46
H3 -2.20 -0.78 0.28
C2 -0.07 -0.23 -0.41
H4 -0.73 -1.95 0.68
H5 0.85 -0.98 -2.14
H6 1.50 0.58 -1.74
C3 -0.14 0.81 0.66
H7 -1.56 -2.08 -0.97
C4 -1.19 -1.28 -0.15
H8 1.14 2.11 1.58
H9 -0.45 0.22 1.57
N1 1.17 1.47 0.75

***

Calculated relative energies: i 0.0; ii 4.5; iii 38.0; iv 10.3, given in kcal/mol

***

i:
C4H9N | ωB97M-V/def2-TZVPD

SMILES: C[C@H]1C[C@H]1N
LUMO, eV: 1.1

Cartesian coordinates (Å):
H1 1.03 -1.15 1.82
H2 -0.97 -1.74 -1.71
C1 -0.51 -0.69 0.32
H3 -2.03 -0.37 -1.18
H4 -0.01 1.04 1.73
H5 1.63 1.78 -0.07
H6 0.08 2.43 -0.38
H7 -1.42 -0.94 0.98
H8 -0.27 0.03 -1.72
C2 -0.94 -0.73 -1.15
H9 1.64 -1.07 0.10
C3 0.23 0.61 0.73
C4 0.92 -0.71 0.80
N1 0.64 1.51 -0.27

***

ii:
C4H9N | ωB97M-V/def2-TZVPD

SMILES: NC1CCC1
LUMO, eV: 1.2

Cartesian coordinates (Å):
C1 0.56 0.04 -0.32
C2 -1.56 -0.07 -0.02
H1 -0.37 -1.95 -0.56
C3 -0.54 1.11 0.13
H2 -2.28 -0.20 0.84
H3 -0.74 1.98 -0.51
H4 -0.46 1.40 1.20
H5 -2.05 0.02 -1.00
H6 1.92 -0.12 1.09
H7 0.46 0.02 -1.39
H8 2.38 0.76 -0.33
N1 1.89 -0.08 0.07
C4 -0.44 -1.08 0.06
H9 -0.26 -1.40 1.10

***

iii:
C4H9N | ωB97M-V/def2-TZVPD

SMILES: C=NC.C=C
LUMO, eV: 1.2

Cartesian coordinates (Å):
H1 -0.96 0.55 -3.59
H2 2.74 -3.13 5.86
C1 3.07 -2.13 6.11
H3 -0.97 2.04 -4.35
H4 2.37 -1.62 6.78
C2 -3.23 1.46 -3.11
H5 4.61 -2.19 4.91
H6 -2.66 1.56 -2.20
N1 -2.85 1.19 -4.28
H7 4.50 -0.52 5.71
C3 -1.40 1.02 -4.47
C4 4.17 -1.55 5.67
H8 -4.31 1.47 -2.94
H9 -1.18 0.75 -5.49

***

Calculated relative energies: i 9.7; ii 0.0; iii 31.8, given in kcal/mol

***

i:
C4H9N | ωB97M-V/def2-TZVPD

LUMO, eV: 1.2

Cartesian coordinates (Å):
H1 1.95 -0.46 1.06
C1 -0.53 -0.96 0.05
C2 1.75 -0.02 -0.11
H2 -0.30 -1.02 1.24
C3 -1.63 -0.05 -0.22
N1 0.47 0.06 -0.34
H3 -0.36 1.33 1.12
H4 -2.44 0.11 0.57
H5 -0.46 -1.79 -0.59
H6 2.25 0.88 -0.38
C4 -0.49 1.08 0.03
H7 -0.37 1.95 -0.66
H8 -2.07 -0.32 -1.13
H9 2.24 -0.78 -0.64

***

ii:
C4H9N | ωB97M-V/def2-TZVPD

SMILES: C1CCNC1
LUMO, eV: 1.2

Cartesian coordinates (Å):
C1 -0.13 0.58 1.18
H1 -0.71 -1.49 1.35
H2 -0.49 -1.55 -1.39
H3 1.24 0.52 -1.78
H4 0.65 0.32 1.91
H5 -0.88 1.20 1.69
H6 -0.44 0.86 -1.82
C2 -0.74 -0.71 0.60
H7 -1.78 -0.53 0.33
C3 0.06 -0.93 -0.69
H8 1.46 1.44 0.23
N1 0.48 1.31 0.05
C4 0.34 0.49 -1.15
H9 0.96 -1.52 -0.51

***

iii:
C4H9N | ωB97M-V/def2-TZVPD

SMILES: C=CNCC
LUMO, eV: 1.1

Cartesian coordinates (Å):
H1 0.21 1.77 0.57
C1 -0.57 1.03 0.68
C2 1.19 -0.69 -0.07
H2 -1.10 1.87 -1.12
H3 1.82 0.13 -0.41
H4 0.81 -2.76 -0.36
C3 1.46 -1.91 -0.55
N1 -0.11 -0.29 0.24
H5 -0.80 0.87 1.73
H6 -2.20 2.38 0.17
H7 -0.78 -1.02 0.24
H8 -2.37 0.69 -0.49
H9 2.46 -2.13 -0.89
C4 -1.70 1.52 -0.28

***

Calculated relative energies: i 64.0; ii 0.0; iii 23.6, given in kcal/mol

***

i:
C4H9N | ωB97M-V/def2-TZVPD

SMILES: NCC1CC1
LUMO, eV: 1.2

Cartesian coordinates (Å):
C1 -0.29 -0.09 0.61
H1 0.75 -0.54 -1.21
H2 -2.42 -0.71 0.66
H3 1.88 1.23 -0.19
C2 0.98 -0.55 -0.13
H4 -1.72 1.56 0.59
H5 1.22 -1.57 0.10
H6 -1.02 1.23 -1.17
N1 2.10 0.33 0.25
H7 -0.15 0.10 1.66
H8 -1.45 -1.23 -0.77
C3 -1.23 0.89 -0.17
H9 2.92 -0.07 -0.28
C4 -1.54 -0.59 0.05

***

ii:
C4H9N | ωB97M-V/def2-TZVPD

SMILES: C=CN.C=C
LUMO, eV: 1.1

Cartesian coordinates (Å):
H1 1.28 1.38 0.02
H2 -0.59 0.39 1.93
C1 -0.72 1.75 0.23
H3 2.03 -1.86 -1.25
H4 -2.18 1.44 1.74
C2 0.01 -1.77 -0.46
C3 1.21 -2.43 -0.73
H5 1.39 -3.46 -0.44
H6 0.61 2.29 -1.18
H7 -0.10 -0.68 -0.35
C4 -1.19 1.11 1.35
N1 0.48 1.61 -0.49
H8 -1.32 2.55 -0.19
H9 -0.92 -2.32 -0.19

***

Calculated relative energies: i 0.0; ii 22.8, given in kcal/mol

***

i:
C4H9N | ωB97M-V/def2-TZVPD

SMILES: C/C=C\NC
LUMO, eV: 1.1

Cartesian coordinates (Å):
C1 1.31 0.57 -0.21
H1 2.22 -1.31 -0.57
H2 -0.64 -0.44 1.12
C2 1.85 -0.74 0.28
H3 -2.90 -0.44 0.41
H4 2.69 -0.58 0.96
H5 1.10 -1.34 0.79
C3 -2.11 -0.08 -0.24
H6 -0.27 1.91 -0.57
C4 0.05 0.98 -0.10
H7 -1.85 -0.86 -0.96
H8 -2.48 0.79 -0.79
H9 2.02 1.21 -0.70
N1 -0.99 0.34 0.58

***

ii:
C4H9N | ωB97M-V/def2-TZVPD

SMILES: CN1CCC1
LUMO, eV: 1.3

Cartesian coordinates (Å):
H1 0.93 0.47 -2.29
H2 -1.12 -1.67 1.14
N1 0.39 -0.41 -0.47
H3 1.31 1.58 -0.76
C1 0.42 -0.07 1.02
H4 -1.42 0.82 -0.44
H5 -1.66 -0.80 -1.03
H6 2.35 0.09 -1.21
C2 1.31 0.42 -1.23
H7 0.98 -0.67 1.76
C3 -1.05 -0.22 -0.43
H8 0.48 1.02 1.16
C4 -1.11 -0.56 1.05
H9 -1.82 -0.02 1.72

***

Calculated relative energies: i 0.0; ii 29.1, given in kcal/mol